{
  "formula": "C5H26NO9",
  "method": "ωB97M-V/def2-TZVPD",
  "symbols": ["C", "O", "C", "C", "C", "C", "N", "H", "H", "H", "H", "H", "H", "H", "H", "H", "H", "H", "H", "O", "H", "H", "O", "H", "H", "O", "H", "H", "O", "H", "H", "O", "H", "H", "O", "H", "H", "O", "H", "H", "O"],
  "coordinates": [[1.165, 0.824, 2.117], [-0.181, 0.846, 2.473], [1.482, -0.020, 0.850], [0.284, -0.174, -0.069], [0.635, -0.708, -1.453], [0.210, 0.909, -3.123], [1.075, 0.391, -2.317], [1.423, 1.906, 1.969], [1.752, 0.491, 2.954], [1.885, -1.003, 1.160], [2.279, 0.439, 0.327], [-0.217, 0.859, -0.177], [-0.448, -0.794, 0.381], [-0.225, -1.268, -1.885], [1.494, -1.395, -1.392], [0.519, 1.720, -3.679], [-0.782, 0.655, -3.255], [-2.601, 1.024, 0.855], [-1.389, 1.619, 1.545], [-2.086, 1.887, 0.860], [-0.773, -2.496, 1.795], [0.602, -2.770, 0.932], [-0.174, -3.232, 1.233], [3.647, -0.571, -1.135], [3.083, 0.494, -2.031], [3.947, 0.105, -1.773], [0.616, 2.690, 0.157], [1.390, 2.369, -1.103], [1.035, 3.138, -0.609], [-1.050, -3.934, -1.538], [-1.081, -3.235, -0.147], [-1.537, -3.246, -1.073], [-1.827, 2.378, -0.745], [-0.580, 3.134, -1.422], [-1.428, 2.655, -1.616], [-2.492, -0.940, 1.636], [-2.928, -1.044, 0.114], [-3.173, -0.551, 0.912], [-0.614, -0.129, 2.483], [-1.613, -1.631, 3.335], [-1.320, -1.387, 2.456]],
  "forces_ev_per_a": [[-0.1, 1.0, -0.8], [-0.9, -1.0, 0.3], [-0.5, -0.5, 1.2], [0.0, 2.1, -0.5], [-0.3, -0.2, -0.5], [2.8, -1.3, 2.4], [-1.3, 0.6, -1.0], [0.1, -0.8, -0.1], [0.6, -0.3, 0.4], [-0.3, 0.1, -0.1], [1.0, 0.7, -0.6], [0.6, -1.7, -0.1], [-0.7, -0.5, 0.3], [0.5, 0.4, 0.3], [-0.3, -0.1, 0.1], [0.8, 1.8, -1.2], [-2.1, -1.1, 0.1], [0.2, 0.7, -0.3], [-0.6, 0.6, -1.0], [0.2, -1.0, 1.3], [1.2, -0.6, -0.5], [0.4, 0.3, 0.0], [-1.3, 0.1, 0.6], [0.4, 0.4, -0.4], [0.2, -0.1, -0.2], [-0.6, -0.3, 0.5], [0.2, 0.5, -0.5], [-0.2, 0.5, 0.1], [0.4, -0.8, 0.5], [-0.1, 0.0, 0.0], [-0.5, -0.1, -1.2], [0.5, 0.0, 1.1], [0.7, 0.4, -0.4], [-1.3, -0.7, 0.1], [0.2, 0.4, -0.1], [-1.0, 0.6, -1.1], [-0.2, 0.1, 0.1], [0.8, -0.9, 0.8], [0.6, 1.0, 0.2], [0.0, 0.0, 0.2], [-0.2, -0.3, 0.2]],
  "nbo_charge": [-0.044, -0.810, -0.444, -0.447, -0.262, 0.015, -0.495, 0.153, 0.155, 0.180, 0.203, 0.234, 0.235, 0.218, 0.173, 0.158, 0.170, 0.507, 0.501, -1.050, 0.511, 0.454, -1.035, 0.457, 0.496, -0.967, 0.482, 0.488, -0.950, 0.453, 0.504, -1.014, 0.510, 0.484, -1.041, 0.508, 0.473, -1.025, 0.512, 0.470, -1.119],
  "relative_energy_kj_mol": 30.4,
  "e_homo_ev": -6.84,
  "charge": -1,
  "molar_mass_g_mol": 244.261,
  "lumo_ev": 3.1
}